{"formula": "C31H39BaN5O2P2", "method": "the ωB97M-V functional and the def2-TZVPD basis", "elements": ["Ba", "C", "C", "C", "C", "C", "C", "C", "C", "C", "H", "H", "H", "H", "H", "H", "H", "H", "H", "H", "H", "H", "H", "H", "H", "P", "P", "N", "N", "N", "N", "C", "C", "C", "C", "C", "C", "C", "C", "C", "C", "C", "C", "C", "C", "C", "C", "C", "C", "H", "H", "H", "H", "H", "H", "H", "H", "H", "H", "H", "H", "H", "H", "H", "H", "H", "H", "H", "H", "O", "C", "C", "C", "C", "O", "N", "H", "H", "H", "H"], "positions_angstrom": [[0.2666, 0.0931, 2.8934], [-1.7742, 1.9573, -5.7811], [-1.8448, 0.7486, -5.2220], [-1.0281, -0.4859, -5.4750], [0.3232, -0.3005, -6.2014], [1.2695, 0.6144, -5.4688], [1.3406, 1.9429, -5.4991], [0.5228, 2.9433, -6.2723], [-0.8286, 2.4556, -6.8413], [1.8089, 0.6186, 4.2421], [-2.4799, 2.7136, -5.4086], [-2.6189, 0.6090, -4.4567], [-1.6349, -1.2160, -6.0354], [-0.8325, -0.9616, -4.5001], [0.7910, -1.2959, -6.2833], [0.1526, 0.0345, -7.2283], [1.9750, 0.0994, -4.8015], [2.1134, 2.4082, -4.8743], [1.1301, 3.3499, -7.0966], [0.3284, 3.7990, -5.6066], [-1.2959, 3.3136, -7.3532], [-0.6580, 1.7028, -7.6160], [1.3731, 1.3951, 4.8614], [2.6990, 0.9548, 3.7323], [1.9963, -0.2915, 4.8119], [2.0435, -0.4619, 1.0759], [-1.2177, -0.6934, 1.0039], [2.9839, 0.8589, 0.6292], [3.1823, -1.6451, 1.4428], [-1.7632, 0.6058, 0.0746], [-2.5267, -1.6156, 1.4538], [1.1699, -1.0327, -0.4320], [-0.1987, -1.6979, -0.1377], [2.7607, 2.2023, 1.0107], [3.6230, 2.9920, 0.2685], [4.3926, 2.1186, -0.5948], [3.9701, 0.8148, -0.3533], [4.0200, -1.6315, 2.5842], [4.6293, -2.8743, 2.6766], [4.1343, -3.6896, 1.5867], [3.2419, -2.9165, 0.8614], [-2.0063, 1.9076, 0.5857], [-2.5111, 2.6798, -0.4458], [-2.5803, 1.8471, -1.6288], [-2.1140, 0.5847, -1.2724], [-3.5909, -1.9614, 0.6216], [-4.3672, -2.9112, 1.2827], [-3.7417, -3.1628, 2.5690], [-2.6186, -2.3604, 2.6549], [1.8427, -1.6981, -0.9790], [1.0250, -0.1202, -1.0284], [-0.7727, -1.8655, -1.0529], [-0.0726, -2.6713, 0.3697], [2.0184, 2.4331, 1.7611], [3.7090, 4.0648, 0.3348], [5.1611, 2.4133, -1.2866], [4.2919, -0.1292, -0.7614], [4.0996, -0.7430, 3.1854], [5.3518, -3.1651, 3.4197], [4.4152, -4.7050, 1.3644], [2.6513, -3.1493, -0.0094], [-1.7856, 2.1244, 1.6204], [-2.7922, 3.7190, -0.3779], [-2.9201, 2.1415, -2.6067], [-2.0012, -0.3112, -1.8641], [-3.7198, -1.4806, -0.3309], [-5.2714, -3.3548, 0.9104], [-4.0957, -3.8378, 3.3299], [-1.8793, -2.2201, 3.4300], [-2.3622, 1.8830, 4.9557], [-2.1537, 0.8246, 5.5283], [-2.7691, 0.3910, 6.8473], [-2.1577, -0.9792, 7.0918], [-1.2343, -1.1543, 5.9041], [-0.5075, -2.1272, 5.7103], [-1.2794, -0.1081, 5.0340], [-2.4634, 1.1155, 7.6205], [-3.8654, 0.3466, 6.7524], [-1.5638, -1.0094, 8.0189], [-2.9085, -1.7867, 7.0709]], "relative_energy_kcal_mol": 84.7, "homo_energy_ev": [-5.4, -5.4], "lumo_ev": [-0.01, -0.01], "multiplicity": 1}



{"formula": "C31H39Br29F4N3O6", "method": "the ωB97M-V functional and the def2-TZVPD basis", "elements": ["C", "C", "O", "O", "C", "C", "N", "C", "O", "C", "C", "C", "O", "C", "N", "C", "C", "C", "F", "Br", "C", "F", "F", "Br", "C", "C", "C", "C", "C", "N", "C", "F", "C", "C", "C", "O", "O", "H", "H", "H", "H", "H", "H", "H", "H", "H", "H", "H", "H", "H", "H", "H", "H", "H", "H", "H", "H", "H", "H", "H", "H", "H", "H", "H", "H", "H", "H", "C", "Br", "Br", "Br", "H", "C", "Br", "Br", "Br", "H", "C", "Br", "Br", "Br", "H", "C", "Br", "Br", "Br", "H", "C", "Br", "Br", "Br", "H", "C", "Br", "Br", "Br", "H", "C", "Br", "Br", "Br", "H", "C", "Br", "Br", "Br", "H", "C", "Br", "Br", "Br", "H"], "positions_angstrom": [[3.0586, -4.8950, -0.8062], [1.6374, -4.9264, -0.2553], [1.0444, -5.9724, -0.3109], [1.1656, -3.6511, 0.2990], [0.0128, -3.1717, -0.4537], [0.3481, -1.8972, -1.2802], [1.5326, -2.3263, -2.0543], [-0.8442, -1.3097, -2.1586], [-2.0003, -2.0638, -2.3437], [-2.9598, -1.9520, -1.2980], [-4.2212, -1.1669, -1.8855], [-5.2363, -2.2123, -2.4329], [-3.7686, -0.4100, -3.0220], [-0.9286, 0.2280, -1.8867], [0.4261, 0.5861, -1.3076], [0.2245, 1.8119, -0.4292], [0.2826, 3.1670, -1.1529], [-0.9100, 3.5666, -2.0502], [-0.7681, 3.1227, -3.3454], [-2.6666, 3.1724, -1.3014], [-0.8327, 5.1499, -2.1697], [0.3536, 5.5182, -2.6615], [-1.1304, 5.7326, -0.9990], [-2.2495, 5.7374, -3.4204], [1.4788, 0.7717, -2.3337], [1.2702, 0.6531, -3.7076], [2.2906, 0.8071, -4.6777], [3.5751, 1.0934, -4.1345], [3.6406, 1.2242, -2.7325], [2.6725, 1.0872, -1.8402], [0.6300, -0.6118, -0.4155], [-0.4422, -0.6743, 0.4949], [1.8791, -0.6962, 0.4884], [1.6182, -1.1499, 1.9496], [1.2862, 0.0944, 2.8124], [2.1398, 0.9009, 3.0358], [0.0110, 0.2394, 3.2782], [3.3742, -5.9007, -1.1088], [3.7794, -4.4816, -0.0769], [3.1410, -4.2535, -1.6995], [-0.3109, -3.9737, -1.1380], [-0.8026, -3.0027, 0.2672], [1.6276, -1.7800, -2.9093], [1.2924, -3.2605, -2.3882], [-0.3878, -1.3698, -3.1701], [-3.3422, -2.9305, -0.9614], [-2.6267, -1.3668, -0.4252], [-4.6571, -0.4668, -1.1588], [-4.6351, -2.9468, -3.0047], [-5.9436, -1.7519, -3.1391], [-5.7237, -2.7032, -1.5770], [-3.8120, -0.9897, -3.7909], [-1.7765, 0.4356, -1.2228], [-1.2261, 0.7288, -2.8160], [-0.7186, 1.7564, 0.1367], [1.0061, 1.8471, 0.3525], [1.2113, 3.3376, -1.7275], [0.3176, 3.9374, -0.3561], [0.2793, 0.3976, -4.1012], [2.1231, 0.6838, -5.7478], [4.4410, 1.1969, -4.7926], [4.6358, 1.4533, -2.3235], [2.5986, -1.4107, 0.0527], [2.4133, 0.2678, 0.5386], [2.5853, -1.5222, 2.3325], [0.9091, -1.9831, 2.0649], [-0.3321, -0.6627, 3.3779], [2.4322, -8.7013, -2.4450], [1.5038, -8.2314, -4.0710], [2.0729, -10.5171, -1.9129], [4.3297, -8.3569, -2.5824], [2.0470, -8.0578, -1.6628], [3.2641, 3.2420, 5.3935], [2.8328, 1.5987, 6.3038], [2.7713, 4.7894, 6.4304], [5.1157, 3.2968, 4.8514], [2.6688, 3.2667, 4.4896], [-0.3320, 7.5261, 4.4486], [-1.9075, 7.7013, 5.5440], [1.2463, 8.1789, 5.3456], [-0.1048, 5.7097, 3.8068], [-0.4797, 8.1511, 3.5794], [0.0219, 9.0408, -0.4425], [0.1386, 7.8611, 1.0836], [1.2212, 8.5058, -1.8591], [-1.7918, 9.2136, -1.0713], [0.3400, 10.0211, -0.1109], [0.0516, -5.8509, 3.5885], [0.9999, -7.5385, 3.5299], [-0.0722, -5.0917, 1.7834], [-1.6858, -5.9846, 4.5347], [0.6541, -5.1639, 4.1652], [-5.3160, 8.0851, 0.8695], [-3.7535, 7.9304, 1.9899], [-6.6941, 6.8393, 1.3899], [-5.9720, 9.8969, 0.8072], [-5.0130, 7.8220, -0.1359], [4.6058, 9.2935, -0.0110], [4.1886, 7.6520, 0.9125], [4.0911, 10.8392, 1.0212], [6.4582, 9.3660, -0.5418], [4.0141, 9.3059, -0.9172], [-3.8960, -6.8375, 0.7062], [-2.4686, -6.0069, 1.7482], [-4.7143, -8.3259, 1.6330], [-5.2135, -5.5377, 0.1350], [-3.4387, -7.2377, -0.1894], [-1.5764, -10.5365, 4.9725], [-0.7392, -11.5236, 3.5322], [-0.9623, -11.1352, 6.7019], [-1.3605, -8.6165, 4.7539], [-2.6374, -10.7446, 4.9233]], "homo_energy_ev": -10.6, "lumo_ev": -3.27, "multiplicity": 1, "total_charge": 1}



{"formula": "C31H39F4", "method": "the ωB97M-V functional and the def2-TZVPD basis", "elements": ["C", "C", "C", "C", "C", "C", "C", "C", "C", "C", "C", "C", "C", "C", "C", "C", "H", "H", "H", "H", "H", "H", "H", "H", "H", "H", "H", "H", "H", "H", "H", "H", "H", "H", "H", "H", "H", "H", "H", "H", "H", "H", "H", "H", "H", "H", "F", "C", "C", "C", "F", "C", "C", "C", "C", "C", "C", "C", "C", "F", "C", "C", "F", "C", "C", "H", "H", "H", "H", "H", "H", "H", "H", "H"], "positions_angstrom": [[-3.3248, -1.5854, 2.5647], [-3.2172, -0.1075, 2.9645], [-3.0214, 0.8489, 1.7834], [-3.1563, 2.3299, 2.1606], [-2.0347, 2.8894, 3.0515], [-0.6779, 3.0856, 2.3328], [0.3427, 1.9752, 2.5804], [1.6649, 2.2161, 1.8460], [2.7303, 1.2011, 2.1466], [3.8819, 1.5724, 2.6857], [2.4646, -0.2397, 1.8291], [2.1472, -1.0826, 3.0675], [1.7288, -2.5215, 2.7486], [0.4164, -2.6345, 1.9622], [-0.8112, -2.0980, 2.7029], [-2.0851, -2.1408, 1.8565], [-3.5324, -2.1955, 3.4540], [-4.2057, -1.7188, 1.9220], [-4.1222, 0.1885, 3.5123], [-2.3998, 0.0227, 3.6821], [-2.0486, 0.6730, 1.3117], [-3.7603, 0.5990, 1.0100], [-3.2244, 2.9421, 1.2510], [-4.1257, 2.4706, 2.6574], [-2.3620, 3.8547, 3.4643], [-1.9005, 2.2514, 3.9326], [-0.8482, 3.1927, 1.2546], [-0.2235, 4.0387, 2.6366], [0.5379, 1.8803, 3.6559], [-0.0791, 1.0134, 2.2750], [1.4905, 2.2413, 0.7638], [2.0392, 3.2150, 2.0978], [4.6554, 0.8617, 2.8949], [4.0855, 2.5996, 2.9123], [1.6363, -0.2990, 1.1146], [3.3279, -0.6572, 1.2978], [3.0185, -1.0786, 3.7360], [1.3581, -0.5884, 3.6441], [2.5382, -3.0110, 2.1905], [1.6375, -3.0948, 3.6804], [0.5144, -2.1110, 1.0043], [0.2338, -3.6820, 1.6893], [-0.9619, -2.6610, 3.6324], [-0.6252, -1.0673, 3.0183], [-2.2671, -3.1761, 1.5392], [-1.9191, -1.5868, 0.9250], [7.3852, 4.0967, 8.2648], [7.3332, 3.1359, 7.3152], [8.3482, 3.0060, 6.3889], [8.2854, 2.0247, 5.4152], [9.2933, 1.9012, 4.5244], [7.2046, 1.1722, 5.3617], [6.1588, 1.2781, 6.2896], [5.0433, 0.3904, 6.2424], [4.0322, 0.4049, 7.1783], [2.9374, -0.4284, 7.1824], [1.8927, -0.3583, 8.1534], [0.8207, -1.2612, 8.1260], [-0.1990, -1.1784, 9.0482], [-1.2289, -2.0521, 9.0060], [-0.1748, -0.1945, 10.0214], [0.8709, 0.7066, 10.0779], [0.8940, 1.6737, 11.0234], [1.8883, 0.6209, 9.1587], [6.2583, 2.2826, 7.2645], [9.1848, 3.6781, 6.4247], [7.1843, 0.4107, 4.6034], [4.9941, -0.3261, 5.4418], [4.1198, 1.1072, 7.9844], [2.8651, -1.1746, 6.4112], [0.7800, -2.0373, 7.3837], [-0.9744, -0.1244, 10.7354], [2.6801, 1.3393, 9.2318], [5.4923, 2.4209, 8.0013]], "homo_energy_ev": -11.6, "lumo_ev": -6.34, "multiplicity": 1, "total_charge": 1}



Computed values of F_max (unit: eV/A) for the preceding records, in sequence: 9.82, 5.12, 1.09.